No. 1
{
  "formula": "C3H2FO3",
  "method": "ωB97M-V/def2-TZVPD",
  "orbital_gap_ev": 8.47,
  "homo_ha": -0.1904,
  "de_lowest_kcal_mol": 23.7,
  "e_tot_ha": -441.15768,
  "total_charge": -1,
  "e_lumo_ev": 3.295,
  "elements": ["C", "C", "C", "O", "O", "O", "F", "H", "H"],
  "coordinates": [[-0.966827, -0.900364, -0.883733], [-1.848780, -1.431197, -0.107969], [3.050887, -0.126533, 0.076529], [1.881224, 0.186736, -0.066776], [3.779950, -0.678132, 0.837262], [-2.465402, -2.124439, 0.602254], [3.801855, 0.293524, -1.249495], [-1.502215, -0.818393, -1.872890], [-0.200015, -0.219015, -0.593931]],
  "atomic_forces_ev_per_a": [[-1.65, 0.86, -2.43], [0.45, -1.62, 1.89], [-0.83, 0.63, -2.16], [0.03, 0.03, 0.48], [0.78, -0.37, 0.85], [-0.58, 0.47, -0.24], [-0.09, -0.23, 0.82], [1.13, 0.07, 0.58], [0.75, 0.16, 0.21]],
  "mulliken_charge": [-0.81, 0.71, 0.62, -0.64, -0.57, -0.42, -0.43, 0.19, 0.36]
}

***

No. 2
{
  "formula": "C3H2FeO3",
  "method": "ωB97M-V/def2-TZVPD",
  "orbital_gap_ev": [10.35, 8.91],
  "homo_ha": [-0.9611, -0.9976],
  "de_lowest_kcal_mol": 34.3,
  "e_tot_ha": -1603.38323,
  "total_charge": 3,
  "spin_multiplicity": 6,
  "e_lumo_ev": [-15.799, -18.240],
  "elements": ["C", "C", "O", "C", "O", "O", "H", "H", "Fe"],
  "coordinates": [[0.753499, 0.352706, 0.037361], [-0.446384, -0.355740, 0.128215], [-1.626138, 0.402319, -0.343774], [-2.004052, 0.485409, 0.831102], [-2.650432, 0.883914, 1.698354], [1.869919, -0.234809, 0.078967], [0.703500, 1.452088, -0.003367], [-0.550569, -1.435124, 0.028546], [3.622960, -0.017421, 0.019910]],
  "atomic_forces_ev_per_a": [[1.53, 1.21, 0.48], [-0.36, -1.52, -2.51], [2.29, -1.53, 0.45], [-5.87, 3.80, 3.17], [2.46, -1.92, -1.72], [-3.40, 0.30, 0.05], [0.10, -0.12, -0.25], [-0.19, -0.18, 0.42], [3.44, -0.04, -0.09]],
  "mulliken_charge": [0.15, 0.01, -0.01, 0.64, 0.08, -0.59, 0.39, 0.47, 1.85]
}

***

No. 3
{
  "formula": "C3H2GdO3",
  "method": "ωB97M-V/def2-TZVPD",
  "orbital_gap_ev": [3.81, 6.67],
  "homo_ha": [-0.5023, -0.6397],
  "de_lowest_kcal_mol": 44.6,
  "e_tot_ha": -1106.02237,
  "total_charge": 2,
  "spin_multiplicity": 9,
  "e_lumo_ev": [-9.864, -10.739],
  "elements": ["C", "C", "O", "C", "O", "O", "H", "H", "Gd"],
  "coordinates": [[0.722752, 0.163254, -0.239874], [-0.481596, -0.534772, -0.136762], [-1.667108, 0.244971, -0.570113], [-2.077279, 0.340391, 0.585738], [-2.723759, 0.742183, 1.450065], [1.836480, -0.421550, -0.212786], [0.667895, 1.264302, -0.285420], [-0.614393, -1.610074, -0.237275], [4.337004, -0.188705, -0.353571]],
  "atomic_forces_ev_per_a": [[1.06, 2.55, -0.01], [-2.40, -0.93, -0.45], [1.71, -0.46, -2.81], [-1.36, -0.08, 4.01], [0.31, -0.06, -0.88], [2.70, -0.49, -0.24], [-0.04, -0.41, 0.00], [-0.06, 0.15, 0.26], [-1.91, -0.28, 0.12]],
  "mulliken_charge": [0.01, -0.03, -0.10, 0.58, -0.14, -0.28, 0.36, 0.42, 1.17]
}

***

No. 4
{
  "formula": "C3H2GdO3",
  "method": "ωB97M-V/def2-TZVPD",
  "orbital_gap_ev": [11.11, 4.98],
  "homo_ha": [-0.9034, -0.7825],
  "de_lowest_kcal_mol": 0.0,
  "e_tot_ha": -1105.55334,
  "total_charge": 3,
  "spin_multiplicity": 8,
  "e_lumo_ev": [-13.475, -16.307],
  "elements": ["C", "C", "O", "C", "O", "O", "H", "H", "Gd"],
  "coordinates": [[0.143377, 0.320190, 0.028236], [-0.987081, -0.414849, 0.032102], [-2.214229, 0.395348, -0.031470], [-2.912698, 0.695436, 0.888856], [-3.550377, 1.030566, 1.766752], [1.314389, -0.219297, 0.033638], [0.050709, 1.415674, 0.038152], [-1.176615, -1.482375, -0.004263], [3.685940, 0.046934, 0.064981]],
  "atomic_forces_ev_per_a": [[4.20, 1.39, 0.02], [-3.01, -1.24, -0.08], [2.43, -1.28, -2.18], [-2.92, 1.39, 4.11], [0.98, -0.65, -1.76], [-1.75, 0.84, 0.00], [0.05, -0.16, -0.06], [-0.03, -0.09, 0.00], [0.05, -0.19, -0.04]],
  "mulliken_charge": [0.29, 0.03, -0.12, 0.79, 0.04, -0.28, 0.39, 0.44, 1.43]
}

***

No. 5
{
  "formula": "C3H2HgLiO3",
  "method": "ωB97M-V/def2-TZVPD",
  "orbital_gap_ev": [8.34, 5.36],
  "homo_ha": [-0.4472, -0.4721],
  "de_lowest_kcal_mol": 41.5,
  "e_tot_ha": -501.84275,
  "total_charge": 1,
  "spin_multiplicity": 3,
  "e_lumo_ev": [-3.826, -7.482],
  "elements": ["C", "C", "O", "Li", "H", "H", "O", "C", "Hg", "O"],
  "coordinates": [[0.895189, 1.616081, 1.157267], [0.924662, 0.712504, 0.157975], [1.613441, 0.349381, -0.762565], [0.998042, -1.068722, -2.003380], [1.509062, 2.514172, 1.084720], [0.226370, 1.455646, 2.002692], [-1.907890, -0.889803, 0.580588], [-0.996348, -0.694983, -0.218853], [-2.584075, -2.602834, -0.774217], [-0.678455, -1.391442, -1.224227]],
  "atomic_forces_ev_per_a": [[-0.93, -0.70, 0.76], [0.38, 0.22, -1.14], [-0.65, -0.76, 0.18], [0.11, 0.31, 0.15], [-0.29, -0.16, -0.22], [0.28, 0.17, -0.24], [0.95, 1.10, -0.36], [0.84, 0.62, 1.53], [-1.72, -1.79, -0.35], [1.02, 0.99, -0.31]],
  "mulliken_charge": [-0.58, 0.67, -0.60, 0.92, 0.30, 0.28, -0.55, 0.73, 0.68, -0.85]
}

***

No. 6
{
  "formula": "C3H2I2",
  "method": "ωB97M-V/def2-TZVPD",
  "orbital_gap_ev": [7.13, 7.14],
  "homo_ha": [-0.3025, -0.3027],
  "de_lowest_kcal_mol": 46.1,
  "e_tot_ha": -710.73544,
  "total_charge": 0,
  "e_lumo_ev": [-1.097, -1.097],
  "elements": ["C", "C", "C", "I", "I", "H", "H"],
  "coordinates": [[-0.606600, 0.079963, 0.067270], [-1.139652, 0.809291, -0.986741], [0.740942, -0.096822, -0.066404], [-0.809272, 0.304123, -2.951704], [2.042227, 0.011871, 1.594246], [-1.112545, 0.221931, 0.923012], [1.058133, -0.166777, -1.042539]],
  "atomic_forces_ev_per_a": [[2.50, -0.08, -2.55], [-0.89, 0.59, -0.69], [-1.47, -0.05, 2.72], [0.12, -0.18, -0.20], [-0.43, -0.11, -0.89], [-1.43, 0.00, 3.35], [1.59, -0.17, -1.74]],
  "mulliken_charge": [-0.04, -0.40, -0.48, 0.12, 0.08, 0.39, 0.32]
}

***

No. 7
{
  "formula": "C3H2I2N2",
  "method": "ωB97M-V/def2-TZVPD",
  "orbital_gap_ev": 7.02,
  "homo_ha": -0.3185,
  "de_lowest_kcal_mol": 96.7,
  "e_tot_ha": -820.24867,
  "total_charge": 0,
  "e_lumo_ev": -1.645,
  "elements": ["C", "C", "C", "N", "N", "I", "I", "H", "H"],
  "coordinates": [[-1.170939, 0.865296, -0.081203], [0.985976, -0.660812, -0.039525], [-0.998899, -0.127149, 0.736085], [0.093556, -0.975280, 0.829003], [0.830808, 0.213108, -0.976674], [-2.363252, -0.265977, 2.324506], [2.200576, 0.459808, -2.340768], [-1.417759, 1.720978, -0.597558], [1.839934, -1.229972, 0.146134]],
  "atomic_forces_ev_per_a": [[2.68, -2.10, -0.54], [0.17, -0.14, -0.54], [0.53, -0.43, 0.93], [-2.71, 0.54, 1.50], [-2.67, 1.08, 1.18], [-0.15, 0.04, -0.24], [0.91, 0.41, -1.03], [-0.66, 1.37, -0.75], [1.92, -0.76, -0.51]],
  "mulliken_charge": [-0.10, 0.05, 0.01, -0.56, -0.58, 0.13, 0.14, 0.45, 0.46]
}

***

No. 8
{
  "formula": "C3H2Li2O2",
  "method": "ωB97M-V/def2-TZVPD",
  "orbital_gap_ev": [7.46, 3.32],
  "homo_ha": [-0.2694, -0.1499],
  "de_lowest_kcal_mol": 112.8,
  "e_tot_ha": -280.82450,
  "total_charge": 0,
  "e_lumo_ev": [0.132, -0.761],
  "elements": ["O", "C", "O", "C", "C", "Li", "Li", "H", "H"],
  "coordinates": [[-0.943366, -1.502281, -0.827297], [-2.109315, -1.404101, -0.205345], [0.704828, 1.300605, 0.500258], [0.339352, 0.025849, 0.540433], [0.246855, -0.833495, -0.489698], [-0.907835, 2.309712, 0.999077], [1.916182, 1.533984, -0.788132], [-0.356463, -0.268996, 1.345499], [1.109761, -1.161277, -1.074796]],
  "atomic_forces_ev_per_a": [[-2.64, -1.23, 1.88], [2.63, 0.06, -1.37], [1.13, 0.06, 0.77], [-2.73, 0.08, 0.42], [1.99, 0.06, -0.90], [0.69, -0.29, -0.30], [-0.18, 0.32, 0.00], [-0.15, 0.55, 0.07], [-0.74, 0.39, -0.57]],
  "mulliken_charge": [-0.17, -0.19, -0.61, -0.07, -0.25, 0.31, 0.29, 0.33, 0.37]
}